(1)
Molecular formula: C3H7IO
Method: DFT, ωB97M-V with the def2-TZVPD basis set

Output
Energy relative to the best compared isomer or geometry (same formula, charge and spin) in eV: 0.000
SMILES string: CC(C)(O)I
Max |F| in eV/Å: 3.06

Element x y z (Å)
C (-1.03969, -0.44282, -0.01623)
C (0.22172, -0.11878, 0.69526)
C (0.98663, 0.96818, -0.00361)
O (1.07765, -1.17594, 0.78379)
I (-0.42402, 0.58199, 2.72144)
H (-1.52460, -1.34497, 0.46516)
H (-0.89541, -0.78387, -1.02408)
H (-1.73256, 0.42451, -0.10512)
H (1.79816, 1.07973, 0.76981)
H (0.41557, 1.92699, -0.07197)
H (1.44099, 0.48563, -0.95051)
H (0.65013, -1.96788, 1.27427)

Force components x, y, z for each atom (eV/Å):
-2.235 -1.089 0.416
-0.815 0.439 -0.709
1.658 -0.080 0.985
-0.414 -2.585 1.588
0.223 -0.032 -0.138
0.059 1.216 -0.235
0.745 -0.038 -0.701
0.392 -0.715 0.482
-0.163 0.616 -1.329
0.581 -0.984 -0.400
-0.908 1.237 1.277
0.877 2.015 -1.237

(2)
Molecular formula: C3H7MgO3
Method: DFT, ωB97M-V with the def2-TZVPD basis set

Output
Energy relative to the best compared isomer or geometry (same formula, charge and spin) in eV: 2.643
Multiplicity: 2
Max |F| in eV/Å: 5.34

Element x y z (Å)
O (-3.23683, 1.33320, -1.57844)
Mg (-1.83080, 0.25658, -0.79040)
O (0.09439, 0.75857, -1.19773)
C (0.99149, -0.36105, -1.10368)
C (0.93078, -0.82463, 0.34710)
O (-0.30277, -0.99024, 1.00035)
C (-0.96010, 0.25128, 1.37117)
H (2.01035, 0.02083, -1.27744)
H (0.96396, -1.21788, -1.79397)
H (1.38027, 0.04173, 0.87333)
H (1.56268, -1.71352, 0.48597)
H (-1.71877, -0.02373, 2.12141)
H (-0.26006, 0.94394, 1.87178)
H (0.37543, 1.52492, -0.32946)

Force components x, y, z for each atom (eV/Å):
0.492 -0.744 0.067
-0.246 1.520 1.552
1.064 2.576 1.622
1.351 0.068 1.302
0.793 0.928 1.199
0.562 -1.354 -1.095
-1.746 0.652 -0.792
-0.147 -0.157 0.162
-1.434 0.718 -0.452
0.520 -0.424 0.179
-0.264 0.157 0.074
0.421 -0.017 -0.108
0.078 -0.260 -0.096
-1.444 -3.664 -3.613

(3)
Molecular formula: C3H7N
Method: DFT, ωB97M-V with the def2-TZVPD basis set

Output
Energy relative to the best compared isomer or geometry (same formula, charge and spin) in eV: 4.085
Max |F| in eV/Å: 7.29

Element x y z (Å)
C (0.13239, -0.74926, 0.03381)
C (1.09487, 0.42046, -0.20150)
C (-1.06759, 0.04282, 0.52172)
N (-2.19524, 0.00914, 0.01621)
H (-2.91379, 0.62280, 0.39246)
H (1.85515, -0.43611, -0.86667)
H (0.50024, -1.35106, 0.86597)
H (-0.11187, -1.33563, -0.85729)
H (1.86067, 0.68175, 0.52246)
H (0.92883, 1.00746, -1.10063)
H (-0.08365, 1.08763, 0.67346)

Force components x, y, z for each atom (eV/Å):
-0.938 0.488 0.820
3.925 -4.805 -3.832
3.085 2.479 -1.265
-1.271 -0.875 0.829
0.392 0.530 -0.279
-1.001 2.149 1.328
0.123 -0.221 -0.250
0.227 -0.116 0.228
-0.542 0.477 0.191
-0.364 0.666 0.623
-3.636 -0.771 1.607

(4)
Molecular formula: C3H7N
Method: DFT, ωB97M-V with the def2-TZVPD basis set

Output
Energy relative to the best compared isomer or geometry (same formula, charge and spin) in eV: 1.413
SMILES string: C1CNC1
Max |F| in eV/Å: 3.80

Element x y z (Å)
C (-0.35940, 0.99462, -0.00063)
C (-1.02094, -0.40182, 0.04409)
N (0.39970, -0.97863, -0.16923)
C (1.04350, 0.29511, 0.04340)
H (-0.79291, 1.65720, 0.68243)
H (-0.62013, 1.49445, -1.00376)
H (-1.71874, -0.53289, -0.84631)
H (-1.52857, -0.57812, 1.02153)
H (0.57158, -1.72879, 0.47981)
H (1.47225, 0.61259, 1.04756)
H (1.83968, 0.59857, -0.71779)

Force components x, y, z for each atom (eV/Å):
-0.645 -0.232 -3.733
0.788 0.379 -1.158
-2.142 -0.712 0.312
0.500 2.810 1.019
0.370 1.101 1.642
0.714 -0.761 1.207
0.793 -0.438 1.357
0.495 -0.357 -0.743
0.527 -0.084 0.094
-0.142 -1.221 -0.746
-1.257 -0.485 0.749

(5)
Molecular formula: C3H7N
Method: DFT, ωB97M-V with the def2-TZVPD basis set

Output
Energy relative to the best compared isomer or geometry (same formula, charge and spin) in eV: 4.504
Multiplicity: 2
Max |F| in eV/Å: 3.21
Net charge: +1

Element x y z (Å)
C (-0.47428, -2.58254, -4.88169)
C (-1.08126, -3.51354, -4.15323)
H (0.44016, -2.34304, -4.30915)
H (-0.83399, -2.39149, -5.88532)
H (-0.75150, -3.75825, -3.15043)
H (-1.99975, -3.99936, -4.45792)
C (1.19930, 3.58480, 5.12427)
N (0.49091, 3.51378, 6.14085)
H (1.83014, 2.74371, 4.78773)
H (1.40503, 4.49007, 4.50418)
H (-0.22474, 4.25587, 6.28071)

Force components x, y, z for each atom (eV/Å):
0.471 -1.632 1.648
-1.033 0.106 -0.032
-0.182 1.093 -1.521
0.608 0.588 0.117
0.169 -0.067 -0.081
-0.033 -0.089 -0.130
1.172 -1.426 0.292
0.021 2.363 -2.178
-0.269 -0.179 0.111
-0.546 0.113 0.568
-0.378 -0.871 1.205

(6)
Molecular formula: C3H7N2
Method: DFT, ωB97M-V with the def2-TZVPD basis set

Output
Energy relative to the best compared isomer or geometry (same formula, charge and spin) in eV: 1.121
SMILES string: C1=NCC[NH2+]1
Max |F| in eV/Å: 4.48
Net charge: +1

Element x y z (Å)
C (-1.21884, 0.85317, 0.01196)
N (-1.53394, -0.34133, 0.08715)
C (-0.29471, -1.21079, -0.03443)
C (0.95504, -0.34607, -0.00868)
N (0.33352, 1.04448, 0.01334)
H (-1.84366, 1.64231, -0.00529)
H (-0.29948, -2.06209, 0.72764)
H (-0.27057, -1.79990, -0.90585)
H (1.47483, -0.50355, -0.89030)
H (1.50821, -0.37482, 0.85144)
H (0.63018, 1.65822, -0.78589)
H (0.55943, 1.44037, 0.93890)

Force components x, y, z for each atom (eV/Å):
2.868 -3.431 0.261
1.442 -1.234 -0.728
-0.996 -1.409 2.482
-3.357 1.223 -0.376
-0.390 1.066 -0.509
-1.711 2.923 0.008
-0.131 1.593 -0.424
-0.742 -0.267 -1.554
1.390 0.061 -1.443
1.606 -0.594 1.908
-0.091 -0.442 1.167
0.113 0.511 -0.791

(7)
Molecular formula: C3H7N2O
Method: DFT, ωB97M-V with the def2-TZVPD basis set

Output
Energy relative to the best compared isomer or geometry (same formula, charge and spin) in eV: 5.696
SMILES string: N[C@H]1[C@@H]2O[C@@]12[NH3+]
Max |F| in eV/Å: 5.18
Net charge: +1

Element x y z (Å)
N (-2.11288, 0.12122, -0.04094)
C (-1.08005, -0.56805, 0.28765)
C (0.05117, -0.89209, -0.49644)
O (1.06112, -1.36838, 0.32403)
C (0.64832, -0.08255, 0.68170)
N (1.70028, 0.87306, 0.11571)
H (-2.95388, 0.27650, 0.58618)
H (-2.13955, 0.65799, -0.99809)
H (-1.06773, -1.19808, 1.14220)
H (0.46736, -0.66513, -1.54849)
H (2.12278, 0.18144, -0.54968)
H (2.15366, 1.15982, 0.92400)
H (1.14942, 1.50425, -0.42785)

Force components x, y, z for each atom (eV/Å):
-3.279 3.234 -2.373
0.784 -1.814 0.349
2.209 1.205 -2.897
-0.008 -1.287 1.038
0.553 0.374 0.515
-2.587 -3.285 -2.597
1.827 -0.378 -1.065
-0.057 -1.541 2.691
-0.862 -0.330 0.812
-1.751 -0.251 1.496
1.069 1.243 0.878
1.795 1.268 1.206
0.308 1.562 -0.053

(8)
Molecular formula: C3H7N2O
Method: DFT, ωB97M-V with the def2-TZVPD basis set

Output
Energy relative to the best compared isomer or geometry (same formula, charge and spin) in eV: 0.373
Max |F| in eV/Å: 2.89
Net charge: +1

Element x y z (Å)
O (0.30637, -4.58503, 1.34550)
H (0.63450, -4.90006, 2.21805)
H (0.81057, -5.11284, 0.68561)
C (-1.82469, 1.21518, 0.16111)
C (-2.12863, -0.04602, 0.64738)
C (0.00000, 0.00000, 0.00000)
N (-0.52915, 1.17301, -0.24001)
N (-1.00751, -0.84695, 0.41114)
H (-2.42731, 2.12163, 0.10355)
H (-3.00797, -0.42188, 1.17042)
H (1.02378, -0.34177, -0.15221)
H (-0.07560, 2.01326, -0.64197)
H (-0.85329, -1.84393, 0.64680)

Force components x, y, z for each atom (eV/Å):
0.822 -0.583 0.135
-0.341 0.279 -0.927
-0.533 0.481 0.739
-1.510 -1.176 0.971
0.206 0.244 -0.650
-0.513 -2.825 -0.338
0.696 1.732 -0.321
1.269 1.993 0.583
0.278 -0.474 0.060
0.286 0.137 -0.530
-0.416 0.368 -0.155
-0.019 -1.078 0.460
-0.225 0.901 -0.028

(9)
Molecular formula: C3H7N2O
Method: DFT, ωB97M-V with the def2-TZVPD basis set

Output
Energy relative to the best compared isomer or geometry (same formula, charge and spin) in eV: 1.041
Max |F| in eV/Å: 3.28
Net charge: +1

Element x y z (Å)
C (-1.13003, 0.40750, 0.73451)
C (-0.36268, -0.43888, 1.45711)
N (-1.13539, -1.50468, 1.85647)
C (-2.32980, -1.38564, 1.26810)
N (-2.24183, -0.36580, 0.38875)
H (-0.98519, 1.35529, 0.24727)
H (0.66831, -0.22046, 1.68531)
H (-0.93574, -2.01328, 2.70841)
H (-3.21393, -1.95727, 1.49636)
H (-3.12970, -0.14762, -0.03885)
H (4.73295, 1.98048, -4.68951)
H (4.96794, 2.52991, -3.27536)
O (5.09510, 1.76046, -3.83858)

Force components x, y, z for each atom (eV/Å):
-0.214 -1.310 -2.075
0.579 1.811 0.433
-0.428 0.556 0.066
1.151 -0.047 -0.689
-1.758 -0.608 2.707
0.445 -0.065 0.008
-0.084 -0.518 0.598
-0.041 -0.460 -0.322
0.092 -0.223 -0.252
0.262 0.857 -0.478
-0.204 0.249 -0.482
0.007 0.027 -0.167
0.192 -0.270 0.651

(10)
Molecular formula: C3H7N2O
Method: DFT, ωB97M-V with the def2-TZVPD basis set

Output
Energy relative to the best compared isomer or geometry (same formula, charge and spin) in eV: 2.209
Max |F| in eV/Å: 4.18
Net charge: +1

Element x y z (Å)
C (1.00919, -1.76327, -0.64913)
C (-2.82185, 0.38014, 0.24824)
C (0.77644, 0.49855, 0.14008)
N (-3.53652, 0.88710, -0.55099)
N (0.37592, -0.85448, 0.01114)
O (-1.91685, -0.06127, 0.78246)
H (1.85247, -1.58888, -1.20672)
H (0.61490, -2.78736, -0.69419)
H (1.71987, 0.50770, 0.47293)
H (-0.00956, 0.82852, 0.76268)
H (0.70110, 0.97943, -0.85710)
H (-0.56185, -0.89482, 0.55663)
H (-4.39000, 1.46568, -0.49633)

Force components x, y, z for each atom (eV/Å):
-3.642 -0.640 1.952
-2.204 2.032 -2.526
-2.481 0.698 -2.779
-1.900 0.857 -0.018
-0.260 -2.577 -0.438
2.351 -1.987 2.818
2.082 0.959 -1.013
0.000 0.505 0.253
3.411 0.683 1.593
0.157 1.669 0.924
0.102 -0.006 0.637
1.464 -1.413 -1.361
0.919 -0.780 -0.043

(11)
Molecular formula: C3H7N2O
Method: DFT, ωB97M-V with the def2-TZVPD basis set

Output
Energy relative to the best compared isomer or geometry (same formula, charge and spin) in eV: 0.426
Max |F| in eV/Å: 1.54
Net charge: +1

Element x y z (Å)
C (0.32046, 1.90486, -1.42290)
C (-0.38664, 1.30542, -0.44750)
N (-0.46319, -0.03042, -0.76678)
C (0.18026, -0.26606, -1.90508)
N (0.66601, 0.89173, -2.31482)
H (0.71223, 2.87863, -1.63526)
H (-0.87521, 1.80235, 0.37611)
H (-0.96047, -0.70526, -0.20655)
H (0.24311, -1.22471, -2.38435)
H (1.19875, 0.97250, -3.17292)
H (-0.21458, -3.66634, 5.14455)
H (0.44981, -2.41303, 4.59900)
O (-0.32465, -2.71001, 5.10194)

Force components x, y, z for each atom (eV/Å):
0.828 -0.722 -1.082
-0.188 0.787 0.047
-0.246 0.149 0.325
-0.367 0.078 0.497
0.105 -0.194 -0.247
-0.313 0.376 0.372
0.035 -0.483 0.155
0.014 -0.205 -0.095
0.148 -0.041 -0.137
-0.033 0.259 0.172
-0.081 0.026 0.097
-0.291 -0.074 0.299
0.388 0.045 -0.403

(12)
Molecular formula: C3H7N2O
Method: DFT, ωB97M-V with the def2-TZVPD basis set

Output
Energy relative to the best compared isomer or geometry (same formula, charge and spin) in eV: 2.946
Multiplicity: 3
Max |F| in eV/Å: 5.12
Net charge: +1

Element x y z (Å)
C (0.60517, -0.12687, 0.00356)
C (-1.72603, 0.25101, 0.79257)
C (-0.72253, 0.36227, -0.39050)
N (1.44494, -0.19146, 0.90755)
N (1.79633, -0.64575, -1.10233)
O (2.26151, -0.19588, 1.71511)
H (-1.16773, 0.39060, 1.68783)
H (-2.28728, -0.58360, 0.72134)
H (-2.45134, 1.02940, 0.65072)
H (-0.97826, -0.42224, -1.16585)
H (-0.65568, 1.51471, -0.63759)
H (1.59350, -1.52564, -1.58221)
H (2.28740, 0.14345, -1.60020)

Force components x, y, z for each atom (eV/Å):
4.520 -0.777 0.292
1.712 2.513 -1.274
-0.539 0.267 -0.319
-4.835 1.673 -0.182
-2.425 1.301 -2.474
2.751 -0.341 2.573
-0.142 -0.048 1.014
-1.323 -3.188 0.252
-0.137 0.703 0.218
-0.328 1.739 0.021
0.054 -2.560 -0.404
0.538 0.063 -0.341
0.155 -1.345 0.625